(1)
ORCA calculation (the ωB97M-V functional and the def2-TZVPD basis) on a 3-piece molecular cluster, C18H41NO11P2 overall.

The value obtained for the total energy is -2275.6388 Ha. Its spin multiplicity is 1. As for the structure (SMILES): [H]/N=C(/C)C[C@@H](CO[C@@H](C=C)COCC)OC.COP(=O)(OC)OC.COP(=O)(OC)OC. The HOMO energy is -0.3417 hartree. The calculation puts the LUMO energy at 0.665 eV.

Positions of all 73 atoms, in Å:
H (2.23483, 2.27731, -2.10755)
N (2.55291, 1.75113, -2.91977)
C (3.82511, 1.73572, -2.97758)
C (4.48594, 0.95457, -4.09880)
C (4.72328, 2.50271, -2.02335)
C (5.42799, 1.70828, -0.89869)
C (5.05742, 0.22738, -0.71750)
O (4.01883, 0.10178, 0.24080)
C (2.86317, -0.65653, -0.08910)
C (3.09739, -2.14845, 0.10877)
C (4.07378, -2.88764, -0.44452)
C (1.74369, -0.18734, 0.84986)
O (1.25852, 1.11001, 0.59550)
C (0.01264, 1.14170, -0.11241)
C (-0.47205, 2.58756, -0.17536)
O (6.82424, 1.83792, -1.14031)
C (7.64738, 1.64186, -0.00515)
H (3.86524, 1.02006, -4.99938)
H (5.49388, 1.32424, -4.31755)
H (4.56968, -0.10601, -3.84071)
H (5.51904, 2.96317, -2.61962)
H (4.14646, 3.31890, -1.57200)
H (5.16981, 2.17056, 0.06780)
H (5.94986, -0.28450, -0.32871)
H (4.78931, -0.26248, -1.65914)
H (2.56570, -0.45935, -1.12983)
H (2.38622, -2.62896, 0.78664)
H (4.82168, -2.45126, -1.10750)
H (4.17212, -3.94932, -0.22217)
H (2.15616, -0.19541, 1.87077)
H (0.91207, -0.90389, 0.80328)
H (0.14969, 0.72813, -1.12021)
H (-0.72016, 0.51659, 0.41610)
H (-1.07406, 2.75280, -1.07160)
H (0.38019, 3.27719, -0.17766)
H (-1.09767, 2.82676, 0.68913)
H (7.06139, 1.34049, 0.87120)
H (8.16093, 2.58165, 0.22882)
H (8.39749, 0.86694, -0.20393)
C (-6.29370, 1.88266, 1.64456)
O (-5.06866, 1.58439, 0.97856)
P (-4.86741, 1.90454, -0.56685)
O (-3.51410, 1.56420, -0.98993)
O (-5.24957, 3.42373, -0.77149)
C (-6.56939, 3.92893, -1.00610)
O (-6.06152, 1.16810, -1.30790)
C (-5.88211, -0.22116, -1.66600)
H (-6.25666, 1.38456, 2.60973)
H (-6.39181, 2.95801, 1.79950)
H (-7.14885, 1.50588, 1.08091)
H (-6.80825, 4.64218, -0.21906)
H (-7.30951, 3.13247, -1.02669)
H (-6.56824, 4.43749, -1.96791)
H (-6.87508, -0.62540, -1.83855)
H (-5.40103, -0.77972, -0.86860)
H (-5.28373, -0.28640, -2.57230)
C (-1.95112, -5.24519, 3.54688)
O (-3.12919, -4.70032, 2.95443)
P (-3.05293, -3.55526, 1.85880)
O (-4.38211, -3.22490, 1.35826)
O (-2.03482, -4.03163, 0.75137)
C (-0.60886, -3.93462, 0.84458)
O (-2.24497, -2.36783, 2.54544)
C (-2.98811, -1.38171, 3.28509)
H (-2.27456, -5.84239, 4.39482)
H (-1.42795, -5.88538, 2.83563)
H (-1.28537, -4.45480, 3.89792)
H (-0.18394, -4.92002, 0.66257)
H (-0.28843, -3.56432, 1.81603)
H (-0.26803, -3.24532, 0.07363)
H (-2.27699, -0.88369, 3.93854)
H (-3.77353, -1.84737, 3.88026)
H (-3.42956, -0.66398, 2.59527)

---

(2)
ORCA calculation (the ωB97M-V functional and the def2-TZVPD basis) on C44H62N4O2Ti as an isolated structure at a distorted geometry.

The value obtained for the total energy is -2932.7171 Ha. Its spin multiplicity is 2. As for the total charge: +1. The HOMO energy (alpha / beta) is -0.3717 / -0.3719 hartree. The calculation puts the LUMO energy (alpha / beta) at -2.843 / -2.836 eV.

Positions of all 113 atoms, in Å:
Ti (-1.17836, 0.30360, 0.52620)
C (-3.54589, 0.96464, 2.53458)
N (-2.09674, 1.32763, 2.46148)
C (-1.94981, 2.76185, 2.58110)
C (-1.41123, 0.75042, 3.63148)
C (0.06776, 0.50983, 3.33017)
N (0.26924, -0.27260, 2.10309)
C (1.67433, -0.07102, 1.61004)
C (2.02367, 1.37632, 1.23782)
C (3.30343, 1.82268, 1.57160)
C (3.83310, 3.03924, 1.13115)
C (3.00646, 3.81275, 0.32099)
C (1.69902, 3.45224, 0.02150)
C (1.20902, 2.21556, 0.51772)
O (-0.00253, 1.74622, 0.21651)
C (0.92996, 4.33129, -1.00441)
C (0.92160, 3.45245, -2.29578)
C (-0.47847, 4.56538, -0.52149)
C (1.58609, 5.73203, -1.28575)
C (5.20428, 3.59769, 1.39433)
C (5.93419, 2.56899, 2.22680)
C (5.08021, 4.97415, 1.96141)
C (5.96444, 3.71957, 0.05256)
C (0.12510, -1.73609, 2.38192)
C (-0.31496, -2.63290, 1.22633)
C (0.43681, -3.77766, 0.85946)
C (-0.09372, -4.64786, -0.09183)
C (-1.37490, -4.31680, -0.57618)
C (-2.20403, -3.25754, -0.20498)
C (-1.60958, -2.40783, 0.71227)
O (-2.18277, -1.20992, 1.08370)
C (-3.65622, -3.08233, -0.63744)
C (-4.49392, -2.90491, 0.60046)
C (-3.92055, -1.77482, -1.46925)
C (-4.18462, -4.33890, -1.40502)
C (0.67654, -5.94388, -0.54452)
C (2.20280, -5.70073, -0.47136)
C (0.25978, -7.03947, 0.53412)
C (0.25187, -6.37529, -1.96221)
H (-4.08583, 1.46048, 3.42215)
H (-3.68231, -0.08348, 2.61399)
H (-4.00336, 1.40606, 1.63813)
H (-2.40413, 3.17027, 3.49607)
H (-2.45407, 3.33484, 1.86581)
H (-0.88457, 2.98413, 2.49764)
H (-1.91935, -0.22233, 3.90786)
H (-1.47131, 1.44996, 4.53964)
H (0.68600, 0.10881, 4.16024)
H (0.50625, 1.50344, 3.09081)
H (1.79877, -0.72797, 0.73011)
H (2.36952, -0.39962, 2.33145)
H (3.89502, 1.08785, 2.15897)
H (3.46567, 4.72304, -0.06175)
H (0.47457, 2.49012, -2.02539)
H (1.94276, 3.30144, -2.61305)
H (0.36020, 3.92136, -3.10677)
H (-1.11817, 3.62984, -0.65419)
H (-0.96842, 5.39141, -0.99767)
H (-0.44420, 4.84736, 0.53277)
H (2.54504, 5.65578, -1.71562)
H (1.67863, 6.32247, -0.31730)
H (0.86624, 6.25307, -1.94261)
H (5.61313, 2.39256, 3.20967)
H (7.00310, 2.86937, 2.26132)
H (6.02132, 1.54664, 1.72997)
H (4.61849, 4.97001, 2.98300)
H (4.33210, 5.52047, 1.26006)
H (6.02429, 5.50123, 2.03686)
H (5.85535, 2.89977, -0.61262)
H (6.98887, 3.85844, 0.25639)
H (5.58574, 4.61151, -0.49015)
H (-0.64166, -1.92333, 3.13423)
H (1.09928, -2.05958, 2.82148)
H (1.40410, -3.91055, 1.35404)
H (-1.74330, -5.04376, -1.28876)
H (-4.20169, -1.92968, 1.05347)
H (-4.41394, -3.77767, 1.24956)
H (-5.55443, -2.79890, 0.26301)
H (-3.67230, -0.92387, -0.80846)
H (-4.96391, -1.75908, -1.79824)
H (-3.33393, -1.71779, -2.39209)
H (-4.12242, -5.23638, -0.78656)
H (-3.69598, -4.57080, -2.30786)
H (-5.22912, -4.12725, -1.57759)
H (2.57769, -5.27150, 0.49663)
H (2.51895, -4.99526, -1.21662)
H (2.78117, -6.62115, -0.63276)
H (0.62756, -6.88075, 1.51847)
H (0.63512, -7.99902, 0.22294)
H (-0.83014, -7.08328, 0.52803)
H (0.37381, -5.51434, -2.61890)
H (-0.79530, -6.66919, -2.05049)
H (0.86412, -7.24092, -2.24203)
C (0.57312, -2.49530, -2.66868)
C (-0.00743, -2.05527, -3.80980)
C (-0.76290, -0.85210, -3.85992)
C (-1.00338, -0.17612, -2.66351)
N (-0.42850, -0.60333, -1.50314)
C (0.39359, -1.68507, -1.52796)
C (-1.99633, 0.94303, -2.56696)
C (-2.53222, 1.64957, -3.62353)
C (-3.37832, 2.74925, -3.37339)
C (-3.58894, 3.09472, -2.10188)
C (-3.07423, 2.30169, -1.06076)
N (-2.30937, 1.29490, -1.31655)
H (1.08081, -3.46236, -2.66389)
H (0.00505, -2.64878, -4.72255)
H (-1.20181, -0.51926, -4.80427)
H (0.77474, -2.00050, -0.58116)
H (-2.25212, 1.38161, -4.59602)
H (-3.77694, 3.35605, -4.13925)
H (-4.23095, 3.89028, -1.83707)
H (-3.12431, 2.57873, -0.04554)

---

(3)
ORCA calculation (the ωB97M-V functional and the def2-TZVPD basis) on a 2-piece molecular cluster, C2H7NO overall at a distorted geometry.

The value obtained for the total energy is -210.3592 Ha. Its spin multiplicity is 1. As for the structure (SMILES): C=CN.O. The HOMO energy is -0.3068 hartree. The calculation puts the LUMO energy at 0.982 eV.

Positions of all 11 atoms, in Å:
C (0.78402, -0.94595, 1.10731)
C (-0.23522, -0.97335, 0.22855)
N (-1.18434, 0.03788, 0.24864)
H (0.91207, -0.15329, 1.82846)
H (1.53905, -1.71903, 1.08943)
H (-0.41883, -1.92913, -0.24066)
H (-0.88319, 0.87517, 0.72027)
H (-2.01388, 0.08696, -0.31339)
O (0.43372, 1.87401, -1.71051)
H (1.30080, 1.67512, -1.36438)
H (-0.23421, 1.17161, -1.59371)

---

(4)
ORCA calculation (the ωB97M-V functional and the def2-TZVPD basis) on C16H23AsN9NaOS as an isolated structure.

The value obtained for the total energy is -3987.8318 Ha. Its spin multiplicity is 1. The HOMO energy is -0.2967 hartree. The calculation puts the LUMO energy at -0.099 eV.

Positions of all 52 atoms, in Å:
Na (-0.08737, -0.86250, -0.49737)
N (-2.12345, -3.37779, 2.32789)
C (-3.33401, -2.73328, 2.19679)
C (-3.05827, -1.56398, 1.56054)
N (-1.71359, -1.48474, 1.28393)
C (-1.18239, -2.58804, 1.76211)
C (0.23388, -2.90004, 1.63603)
N (1.14305, -1.98471, 1.39703)
C (2.31828, -2.67120, 1.20984)
C (2.10712, -4.00940, 1.34452)
N (0.76882, -4.14605, 1.63259)
H (-1.96802, -4.24957, 2.80161)
H (-4.25173, -3.15714, 2.56214)
H (-3.72872, -0.78130, 1.24687)
H (3.23468, -2.16076, 0.96889)
H (2.76330, -4.85610, 1.24980)
H (0.25882, -5.01175, 1.62534)
S (-2.63208, 1.28172, -0.83472)
C (-1.84536, 2.12225, 0.40235)
N (-1.19509, 1.49741, 1.39150)
C (-0.43817, 2.17059, 2.43498)
C (-1.05137, 3.53266, 2.71163)
C (-1.15511, 4.29254, 1.39973)
N (-1.84315, 3.46900, 0.41998)
H (-1.25302, 0.48706, 1.39614)
H (0.60720, 2.28744, 2.13037)
H (-0.45413, 1.53940, 3.32265)
H (-0.43458, 4.08718, 3.41813)
H (-2.04554, 3.41089, 3.14600)
H (-0.15288, 4.55922, 1.04554)
H (-1.71719, 5.21772, 1.52495)
H (-2.28941, 3.89813, -0.37189)
O (1.76050, -1.28578, -1.80123)
N (2.34596, -2.30315, -2.26810)
C (1.66091, -3.43867, -2.25252)
C (0.33430, -3.46134, -1.73191)
N (-0.72202, -3.37245, -1.27333)
C (2.27710, -4.64569, -2.69088)
N (2.74111, -5.64030, -3.03869)
C (0.38903, 3.55867, -2.08690)
As (0.91278, 1.67856, -1.87783)
C (2.83794, 1.89960, -2.13562)
C (0.45133, 1.12494, -3.69251)
H (0.90504, 4.00230, -2.93906)
H (0.63099, 4.12818, -1.18935)
H (-0.68778, 3.59942, -2.25591)
H (3.05408, 2.46836, -3.04062)
H (3.27896, 0.90649, -2.20983)
H (3.26655, 2.41937, -1.27821)
H (0.87093, 1.81667, -4.42356)
H (-0.63328, 1.10484, -3.79264)
H (0.84506, 0.12512, -3.86719)

---

(5)
ORCA calculation (the ωB97M-V functional and the def2-TZVPD basis) on C19H18ClCuIN2O2 as an isolated structure at a distorted geometry.

The value obtained for the total energy is -3393.1227 Ha. Its spin multiplicity is 2. The HOMO energy (alpha / beta) is -0.2717 / -0.2714 hartree. The calculation puts the LUMO energy (alpha / beta) at -1.593 / -1.555 eV.

Positions of all 44 atoms, in Å:
C (1.85685, 0.61040, 2.49280)
C (1.88361, -0.87430, 2.52361)
H (2.84204, 0.95773, 2.08430)
H (1.68519, 1.01185, 3.57271)
H (1.01933, 0.70417, 1.70526)
H (1.67942, -1.44655, 1.55706)
H (2.60494, -1.33925, 3.21796)
H (0.81141, -1.01245, 2.73937)
C (0.58027, 2.40637, -1.91870)
C (0.77902, 3.30097, -2.95325)
C (0.68115, 2.82013, -4.25218)
C (0.45287, 1.45990, -4.48710)
H (0.68043, 2.60199, -0.85903)
H (0.98455, 4.32422, -2.68550)
H (0.77077, 3.54449, -5.05649)
H (0.39588, 1.07553, -5.48803)
N (0.27419, 1.13650, -2.18813)
C (0.26408, 0.57933, -3.41335)
C (0.11543, -0.85981, -3.39219)
N (0.01950, -1.38338, -2.15907)
C (-0.00134, -2.66845, -1.84556)
C (0.01548, -3.15227, -4.17867)
C (-0.06351, -3.59869, -2.86133)
H (0.07953, -2.87199, -0.79453)
H (-0.17184, -4.62735, -2.57747)
C (0.13175, -1.78698, -4.42751)
H (0.21318, -1.44270, -5.43708)
H (-0.03024, -3.91310, -4.96823)
Cu (-0.02630, -0.14058, -0.87076)
I (2.92472, -0.46210, -0.51064)
Cl (-0.56996, 0.78093, 6.78690)
C (-1.13657, 0.58917, 5.17740)
C (-1.37210, -0.70091, 4.67586)
C (-1.77015, -0.85754, 3.34626)
C (-1.93629, 0.25787, 2.51316)
C (-1.74143, 1.53385, 3.03376)
C (-1.32956, 1.70952, 4.36445)
C (-2.35284, 0.06438, 1.06993)
O (-3.56305, -0.00113, 0.83823)
O (-1.44391, -0.02525, 0.17326)
H (-1.22709, -1.56599, 5.32275)
H (-1.94624, -1.86032, 2.95579)
H (-1.90369, 2.41605, 2.40333)
H (-1.15951, 2.70576, 4.77064)

---

> What is the formula in the first record?

C18H41NO11P2